A | The following is a quantum chemistry calculation of C5H10O2 in the gas phase, from the OMol25 dataset.

Last column: natural (NBO) charge in e.
Cartesian coordinates (Å):
O: 0.447 1.345 2.370  -0.613
C: -0.361 0.755 1.687  0.798
O: -1.623 1.136 1.541  -0.677
C: 0.056 -0.557 0.969  -0.509
C: -0.078 -0.059 -0.490  -0.219
C: 1.264 0.619 -0.850  -0.624
C: -0.577 -1.254 -1.501  -0.613
H: -1.707 1.854 2.162  0.497
H: -0.468 -1.348 1.415  0.236
H: 1.186 -0.564 1.178  0.233
H: -0.940 0.696 -0.542  0.215
H: 1.634 1.127 0.025  0.224
H: 1.228 1.257 -1.829  0.221
H: 2.060 -0.212 -1.043  0.204
H: -1.670 -1.469 -1.225  0.211
H: -0.001 -2.252 -1.295  0.200
H: -0.450 -1.075 -2.573  0.214

Its highest occupied orbital energy is -10.1 eV. Its net charge is 0. Its orbital gap is 10.845 eV. As for the LUMO energy: 0.781 eV.

=====

B | The following is a quantum chemistry calculation of 2 unconnected molecules or ions with the total composition C5H10O2, from the OMol25 dataset.

Last column: natural (NBO) charge in e.
Cartesian coordinates (Å):
C: -1.252 -1.281 1.812  -0.354
C: -1.412 -0.138 1.115  -0.268
C: -1.084 -0.391 -0.395  -0.378
C: -0.241 0.533 -1.032  0.335
O: 0.655 1.147 -0.240  -0.685
C: -0.151 0.552 -2.530  -0.661
H: -1.164 -1.388 2.979  0.184
H: -1.490 -2.221 1.364  0.197
H: -2.068 0.654 1.231  0.229
H: -1.755 -1.177 -0.900  0.208
H: 0.613 1.037 0.679  0.497
H: 0.956 0.505 -2.729  0.226
H: -0.758 -0.316 -3.071  0.241
H: -0.583 1.532 -2.748  0.229
H: 2.744 0.429 2.109  0.467
H: 3.592 -0.146 0.905  0.477
O: 3.400 0.670 1.449  -0.942

Its highest occupied orbital energy is -7.9 eV. Its net charge is 0. Its orbital gap is 8.530 eV. As for the LUMO energy: 0.639 eV.

=====

C | The following is a quantum chemistry calculation of C5H10O2 in the gas phase, from the OMol25 dataset.

Last column: natural (NBO) charge in e.
Cartesian coordinates (Å):
C: -1.748 1.146 -0.502  -0.620
C: -0.825 0.134 0.149  0.072
O: -0.398 -0.681 -0.969  -0.548
C: 0.784 -1.402 -0.642  -0.073
C: 1.189 -0.882 0.737  -0.459
C: 0.505 0.498 0.827  0.075
O: 1.199 1.529 0.161  -0.706
H: -2.439 0.536 -1.093  0.226
H: -1.198 1.792 -1.191  0.212
H: -2.339 1.759 0.184  0.215
H: -1.404 -0.440 0.896  0.165
H: 1.548 -1.251 -1.422  0.174
H: 0.578 -2.479 -0.601  0.176
H: 0.723 -1.544 1.475  0.208
H: 2.266 -0.868 0.905  0.228
H: 0.407 0.822 1.869  0.190
H: 1.150 1.330 -0.783  0.465

Its highest occupied orbital energy is -9.6 eV. Its net charge is 0. Its orbital gap is 10.599 eV. As for the LUMO energy: 0.957 eV.

=====

D | The following is a quantum chemistry calculation of C5H10O2 in the gas phase, from the OMol25 dataset.

Last column: natural (NBO) charge in e.
Cartesian coordinates (Å):
C: -2.331 -0.717 -0.357  -0.608
C: -1.317 0.446 -0.490  -0.408
C: -0.035 0.147 0.366  0.114
O: 0.275 -1.191 0.089  -0.751
C: 1.331 0.921 0.119  -0.531
C: 2.690 0.070 0.337  0.449
O: 2.751 -1.092 0.695  -0.538
H: -3.197 -0.584 -1.019  0.206
H: -1.848 -1.660 -0.619  0.233
H: -2.719 -0.817 0.665  0.200
H: -1.053 0.543 -1.550  0.197
H: -1.827 1.381 -0.205  0.200
H: -0.365 0.293 1.417  0.148
H: 1.162 -1.354 0.464  0.485
H: 1.451 1.783 0.791  0.228
H: 1.321 1.315 -0.910  0.235
H: 3.710 0.517 0.208  0.142

Its highest occupied orbital energy is -9.8 eV. Its net charge is 0. Its orbital gap is 10.644 eV. As for the LUMO energy: 0.829 eV.

=====

Need the numbers? Relative energies in hartree: A 0.0040; B 0.1247; C 0.0000; D 0.0222.

=====

A | The following is a quantum chemistry calculation of C5H10O2 in the gas phase, from the OMol25 dataset.

Last column: natural (NBO) charge in e.
Cartesian coordinates (Å):
O: -1.180 0.747 -2.056  -0.721
C: -1.065 1.231 -0.742  -0.086
C: 0.322 0.916 -0.110  0.063
C: 0.225 0.308 1.303  -0.427
C: 0.407 -1.211 1.077  -0.437
C: 0.598 -1.339 -0.440  -0.081
O: 1.011 -0.054 -0.894  -0.534
H: -0.359 0.261 -2.229  0.482
H: -1.866 0.803 -0.122  0.152
H: -1.209 2.320 -0.740  0.171
H: 0.951 1.811 -0.131  0.195
H: -0.731 0.556 1.775  0.213
H: 1.017 0.695 1.950  0.215
H: -0.450 -1.800 1.417  0.216
H: 1.292 -1.574 1.609  0.212
H: -0.339 -1.618 -0.943  0.170
H: 1.375 -2.053 -0.724  0.196

Its highest occupied orbital energy is -10.0 eV. Its net charge is 0. Its orbital gap is 10.996 eV. As for the LUMO energy: 0.948 eV.

=====

B | The following is a quantum chemistry calculation of C5H10O2 in the gas phase, from the OMol25 dataset.

Last column: natural (NBO) charge in e.
Cartesian coordinates (Å):
O: 1.842 -0.049 1.351  -0.730
C: 1.870 -0.399 -0.023  -0.058
C: 0.465 -0.827 -0.414  -0.416
C: -0.538 0.316 -0.439  -0.266
C: -2.022 -0.073 -0.526  -0.048
O: -2.342 0.647 0.669  -0.539
C: -0.956 0.958 0.896  -0.055
H: 2.661 0.408 1.573  0.472
H: 2.578 -1.223 -0.206  0.162
H: 2.188 0.455 -0.642  0.157
H: 0.136 -1.589 0.305  0.211
H: 0.497 -1.307 -1.401  0.212
H: -0.248 1.059 -1.191  0.201
H: -2.205 -1.152 -0.418  0.163
H: -2.582 0.297 -1.394  0.173
H: -0.792 2.040 0.983  0.172
H: -0.556 0.461 1.785  0.188

Its highest occupied orbital energy is -9.4 eV. Its net charge is 0. Its orbital gap is 10.207 eV. As for the LUMO energy: 0.831 eV.

=====

C | The following is a quantum chemistry calculation of C5H10O2 in the gas phase, from the OMol25 dataset.

Last column: natural (NBO) charge in e.
Cartesian coordinates (Å):
C: 2.390 0.378 0.033  -0.609
C: 1.161 -0.463 0.376  -0.405
C: -0.100 0.090 -0.274  0.063
O: 0.182 0.199 -1.668  -0.720
C: -1.372 -0.720 -0.179  -0.360
C: -2.521 -0.216 0.278  0.162
O: -2.579 0.815 1.165  -0.677
H: 3.295 -0.035 0.491  0.208
H: 2.534 0.411 -1.050  0.225
H: 2.274 1.412 0.384  0.199
H: 1.305 -1.497 0.040  0.205
H: 1.011 -0.495 1.463  0.198
H: -0.284 1.100 0.136  0.154
H: -0.646 0.459 -2.094  0.474
H: -1.753 0.755 1.663  0.480
H: -1.384 -1.652 -0.734  0.220
H: -3.512 -0.541 -0.033  0.183

Its highest occupied orbital energy is -9.1 eV. Its net charge is 0. Its orbital gap is 9.825 eV. As for the LUMO energy: 0.748 eV.

=====

Need the numbers? Relative energies in hartree: A 0.0000; B 0.0300; C 0.0158.

=====

A | The following is a quantum chemistry calculation of a molecular structure, C5H10O2, from the OMol25 dataset.

Last column: natural (NBO) charge in e.
Cartesian coordinates (Å):
C: -1.812 -0.296 -0.062  -0.529
C: -0.613 -0.011 0.616  -0.367
C: 0.771 -0.885 0.744  0.156
O: 0.926 -1.872 -0.212  -0.691
C: 1.650 0.358 0.563  -0.508
C: 0.422 0.832 -0.186  0.367
O: 0.519 0.497 -1.499  -0.707
H: -1.644 1.571 -0.564  0.000
H: -2.756 -0.314 0.473  0.217
H: -1.813 -0.802 -1.026  0.191
H: -0.754 0.432 1.605  0.233
H: 0.774 -1.356 1.730  0.215
H: 0.932 -1.432 -1.079  0.479
H: 1.803 0.910 1.492  0.232
H: 2.572 0.241 -0.007  0.237
H: -0.913 2.022 -0.454  -0.026
H: -0.385 0.564 -1.867  0.501

Its highest occupied orbital energy is -7.6 eV. Its net charge is 0. Its orbital gap is 7.883 eV. As for the LUMO energy: 0.271 eV.

=====

B | The following is a quantum chemistry calculation of a molecular structure, C5H10O2, from the OMol25 dataset.

Last column: natural (NBO) charge in e.
Cartesian coordinates (Å):
C: 2.541 -0.524 0.013  -0.623
C: 1.098 -0.870 0.330  -0.072
O: 0.235 0.000 -0.385  -0.674
C: -1.501 0.164 0.172  -0.005
C: -1.351 1.537 0.486  -0.782
C: -2.152 -0.247 -1.107  0.405
O: -2.816 -1.249 -1.219  -0.503
H: 2.767 0.498 0.336  0.210
H: 3.222 -1.208 0.530  0.214
H: 2.723 -0.592 -1.064  0.217
H: 0.867 -1.898 0.025  0.186
H: 0.904 -0.792 1.414  0.160
H: -1.516 -0.594 0.953  0.225
H: -1.388 1.833 1.530  0.234
H: -0.023 1.090 0.080  0.466
H: -1.724 2.259 -0.238  0.223
H: -2.002 0.461 -1.946  0.120

Its highest occupied orbital energy is -8.8 eV. Its net charge is 0. Its orbital gap is 9.266 eV. As for the LUMO energy: 0.441 eV.

=====

C | The following is a quantum chemistry calculation of C5H10O2 in the gas phase, from the OMol25 dataset.

Last column: natural (NBO) charge in e.
Cartesian coordinates (Å):
O: -0.887 -0.458 2.347  -0.593
C: -0.031 -0.350 1.497  0.789
O: 1.105 0.344 1.648  -0.685
C: -0.218 -0.881 0.136  -0.521
C: -0.989 -0.098 -0.892  -0.386
C: -0.150 0.983 -1.604  -0.395
C: 0.922 0.364 -2.548  -0.610
H: 1.254 0.547 2.580  0.499
H: 0.817 -1.043 -0.198  0.215
H: -0.702 -1.850 0.248  0.243
H: -1.882 0.342 -0.415  0.220
H: -1.409 -0.821 -1.637  0.205
H: 0.335 1.521 -0.773  0.198
H: -0.763 1.693 -2.172  0.206
H: 1.645 1.092 -2.957  0.214
H: 1.404 -0.396 -1.934  0.200
H: 0.396 -0.007 -3.422  0.203

Its highest occupied orbital energy is -10.3 eV. Its net charge is 0. Its orbital gap is 11.108 eV. As for the LUMO energy: 0.760 eV.

=====

Need the numbers? Relative energies in hartree: A 0.2140; B 0.1463; C 0.0000.

=====

A | The following is a quantum chemistry calculation of 2 unconnected molecules or ions with the total composition C5H10O2, from the OMol25 dataset.

Last column: natural (NBO) charge in e.
Cartesian coordinates (Å):
C: 0.212 2.760 -0.410  -0.659
C: 0.742 1.465 0.252  -0.285
C: -0.089 0.374 0.240  0.300
O: -1.209 0.167 -0.588  -0.697
C: 0.087 -0.820 1.265  -0.236
C: 1.162 -1.213 1.996  -0.396
H: -0.567 3.306 0.109  0.217
H: -0.153 2.525 -1.480  0.199
H: 1.016 3.452 -0.545  0.223
H: 1.716 1.466 0.609  0.215
H: -1.498 1.039 -0.908  0.488
H: -0.883 -1.285 1.305  0.206
H: 2.143 -0.673 1.939  0.206
H: 1.074 -2.145 2.686  0.217
H: -0.326 -2.678 -1.123  0.462
H: -1.407 -2.093 -1.951  0.469
O: -0.516 -2.456 -2.000  -0.930

Its highest occupied orbital energy is -8.5 eV. Its net charge is 0. Its orbital gap is 9.189 eV. As for the LUMO energy: 0.733 eV.

=====

B | The following is a quantum chemistry calculation of 2 unconnected molecules or ions with the total composition C5H10O2, from the OMol25 dataset.

Last column: natural (NBO) charge in e.
Cartesian coordinates (Å):
C: -2.520 1.021 -0.722  -0.632
C: -1.062 1.419 -0.938  -0.114
O: -0.171 0.399 -0.647  -0.390
C: 1.695 -0.795 0.281  -0.012
C: 2.159 -0.818 1.692  -0.686
C: 0.728 -1.663 -0.239  0.224
O: 0.258 -1.441 -1.381  -0.430
H: -2.690 0.735 0.322  0.206
H: -3.201 1.843 -0.978  0.206
H: -2.761 0.159 -1.353  0.216
H: -0.909 1.794 -1.966  0.170
H: -0.804 2.265 -0.273  0.202
H: 2.161 -0.108 -0.418  0.214
H: 3.247 -0.968 1.740  0.234
H: 1.957 0.150 2.169  0.239
H: 1.666 -1.601 2.276  0.219
H: 0.246 -2.390 0.436  0.132

Its highest occupied orbital energy (alpha / beta) is -9.0 / -9.4 eV. Its net charge is 0. Its orbital gap (alpha / beta) is 8.353 / 8.500 eV. As for the LUMO energy (alpha / beta): -0.627 / -0.932 eV.

=====

C | The following is a quantum chemistry calculation of C5H10O2 in the gas phase, from the OMol25 dataset.

Last column: natural (NBO) charge in e.
Cartesian coordinates (Å):
O: -0.356 0.439 3.087  -0.685
C: -0.184 0.195 1.751  0.132
C: -1.237 0.137 0.937  -0.303
C: -1.223 0.041 -0.570  -0.462
C: -0.284 -0.978 -1.222  -0.055
O: 1.058 -0.919 -0.790  -0.540
C: 1.682 0.315 -1.031  -0.262
H: 0.508 0.538 3.499  0.478
H: 1.264 1.114 -0.398  0.166
H: 0.840 0.032 1.424  0.177
H: -2.208 0.281 1.409  0.211
H: -2.234 -0.208 -0.917  0.222
H: -1.014 1.035 -0.991  0.207
H: -0.330 -0.835 -2.317  0.161
H: -0.616 -1.998 -1.006  0.191
H: 1.594 0.625 -2.084  0.169
H: 2.738 0.186 -0.780  0.194

Its highest occupied orbital energy is -8.6 eV. Its net charge is 0. Its orbital gap is 9.411 eV. As for the LUMO energy: 0.835 eV.

=====

Need the numbers? Relative energies in hartree: A 0.0299; B 0.1192; C 0.0000.

=====

A | The following is a quantum chemistry calculation of 2 unconnected molecules or ions with the total composition C5H10O2, from the OMol25 dataset.

Last column: natural (NBO) charge in e.
Cartesian coordinates (Å):
C: 0.838 0.871 -1.219  -0.621
C: 0.964 0.553 0.265  -0.251
C: -0.359 0.642 1.096  0.071
O: -1.475 1.009 0.306  -0.729
C: -0.175 -0.836 1.375  -0.230
C: 0.971 -0.906 0.692  -0.165
O: -1.356 -1.672 -1.553  -0.943
H: 1.775 0.643 -1.740  0.209
H: 0.618 1.934 -1.363  0.218
H: 0.038 0.294 -1.690  0.228
H: 1.781 1.139 0.705  0.202
H: -0.277 1.291 1.980  0.169
H: -2.220 1.180 0.894  0.479
H: -0.766 -1.552 1.941  0.211
H: -1.566 -0.940 -0.954  0.480
H: 1.685 -1.709 0.520  0.206
H: -0.477 -1.942 -1.257  0.465

Its highest occupied orbital energy is -9.9 eV. Its net charge is 0. Its orbital gap is 10.661 eV. As for the LUMO energy: 0.719 eV.

=====

B | The following is a quantum chemistry calculation of C5H10O2 in the gas phase, from the OMol25 dataset.

Last column: natural (NBO) charge in e.
Cartesian coordinates (Å):
C: -1.458 0.503 -1.752  -0.250
O: -0.219 0.250 -1.136  -0.525
C: -0.240 0.576 0.225  0.055
C: -0.999 -0.403 1.135  -0.094
O: 0.222 -0.978 1.609  -0.529
C: 1.001 0.052 0.968  0.096
C: 2.157 -0.503 0.171  -0.633
H: -2.263 -0.098 -1.302  0.165
H: -1.737 1.567 -1.678  0.165
H: -1.365 0.227 -2.804  0.198
H: -0.487 1.639 0.362  0.167
H: -1.644 -1.140 0.641  0.183
H: -1.560 0.096 1.937  0.171
H: 1.354 0.774 1.718  0.169
H: 2.839 0.297 -0.135  0.212
H: 2.711 -1.209 0.798  0.223
H: 1.799 -1.027 -0.718  0.228

Its highest occupied orbital energy is -9.7 eV. Its net charge is 0. Its orbital gap is 10.777 eV. As for the LUMO energy: 1.030 eV.

=====

C | The following is a quantum chemistry calculation of C5H10O2 in the gas phase, from the OMol25 dataset.

Last column: natural (NBO) charge in e.
Cartesian coordinates (Å):
C: 1.805 0.008 -0.705  -0.630
C: 0.877 0.244 0.465  0.060
O: 0.182 1.489 0.342  -0.525
C: -1.106 1.205 -0.174  -0.075
C: -1.527 -0.070 0.562  -0.462
C: -0.213 -0.869 0.629  0.073
O: -0.130 -1.923 -0.315  -0.704
H: 2.472 0.866 -0.817  0.221
H: 1.248 -0.106 -1.641  0.193
H: 2.411 -0.891 -0.570  0.224
H: 1.470 0.323 1.377  0.187
H: -1.084 1.054 -1.268  0.153
H: -1.746 2.061 0.050  0.198
H: -1.851 0.192 1.575  0.217
H: -2.328 -0.637 0.073  0.221
H: -0.109 -1.366 1.596  0.189
H: -0.371 -1.579 -1.179  0.459

Its highest occupied orbital energy is -9.9 eV. Its net charge is 0. Its orbital gap is 10.733 eV. As for the LUMO energy: 0.870 eV.

=====

D | The following is a quantum chemistry calculation of C5H10O2 in the gas phase, from the OMol25 dataset.

Last column: natural (NBO) charge in e.
Cartesian coordinates (Å):
C: 0.440 -0.659 -0.132  0.003
C: 0.669 1.218 0.672  -0.091
C: -1.886 -0.076 0.241  -0.662
C: 1.109 -1.274 -1.289  -0.691
C: -0.533 0.391 -0.420  0.348
O: 1.189 0.825 1.922  -0.707
O: -0.605 1.069 -1.482  -0.707
H: 0.467 0.759 2.557  0.471
H: 0.388 -1.237 0.788  0.216
H: 0.074 2.126 0.812  0.228
H: 1.497 1.542 0.045  0.212
H: -1.812 -0.861 0.992  0.196
H: -2.317 0.818 0.689  0.211
H: -2.540 -0.457 -0.541  0.241
H: 1.185 -2.357 -1.224  0.236
H: 0.593 -1.049 -2.230  0.248
H: 2.082 -0.775 -1.399  0.246

Its highest occupied orbital energy (alpha / beta) is -8.3 / -8.3 eV. Its net charge is 0. Its orbital gap (alpha / beta) is 8.368 / 8.368 eV. As for the LUMO energy (alpha / beta): 0.028 / 0.028 eV.

=====

Need the numbers? Relative energies in hartree: A 0.0440; B 0.0412; C 0.0000; D 0.1314.